(1)
# C45H29F9N10NiP

A molecular structure, C45H29F9N10NiP (the ωB97M-V functional and the def2-TZVPD basis, the OMol25 dataset).

Each line ends with the Löwdin charge.
Element x y z (Å)
Ni: -0.194 0.942 1.271  0.5513
C: -1.669 4.204 3.558  -0.0522
C: -0.577 5.067 3.606  -0.0433
C: 0.654 4.608 3.204  0.0013
C: 0.806 3.291 2.744  -0.2920
N: -0.283 2.491 2.611  0.0529
C: -1.469 2.947 3.048  -0.1387
N: 2.119 2.883 2.515  0.1641
C: 2.407 1.627 2.374  -0.3184
N: 1.521 0.623 2.194  0.0569
C: 2.135 -0.585 2.307  -0.2801
N: 1.536 -1.718 2.424  0.1835
C: 0.162 -1.777 2.623  -0.2992
C: -0.300 -2.982 3.176  0.0027
C: -1.626 -3.147 3.486  -0.0394
C: -2.514 -2.104 3.237  -0.0543
C: -2.011 -0.961 2.669  -0.1593
N: -0.716 -0.781 2.348  0.0461
C: 3.601 -0.351 2.359  -0.0933
C: 4.679 -1.209 2.420  -0.0035
C: 5.948 -0.639 2.503  -0.0494
C: 6.118 0.742 2.556  -0.0573
C: 5.021 1.603 2.527  -0.0056
C: 3.770 1.036 2.412  -0.1091
H: -2.648 4.506 3.900  0.1108
H: -0.689 6.077 3.976  0.1168
H: 1.543 5.219 3.265  0.1171
H: -2.294 2.249 2.976  0.0952
H: 0.434 -3.752 3.361  0.1204
H: -1.974 -4.073 3.925  0.1177
H: -3.566 -2.181 3.472  0.1134
H: -2.670 -0.128 2.450  0.0891
H: 4.538 -2.282 2.405  0.1067
H: 6.819 -1.280 2.540  0.1120
H: 7.116 1.151 2.634  0.1088
H: 5.140 2.677 2.599  0.1177
N: 2.203 3.384 -1.408  0.0692
C: 2.159 2.305 -0.621  -0.1229
N: 0.906 2.058 -0.306  0.0959
C: 0.218 3.059 -0.928  -0.2962
N: 0.973 3.884 -1.609  0.1622
C: -1.243 3.141 -0.803  -0.1934
C: -2.018 4.025 -1.549  -0.0467
N: -3.337 4.048 -1.441  0.1176
C: -3.889 3.195 -0.579  -0.0877
C: -3.119 2.327 0.176  -0.1114
N: -1.793 2.295 0.064  0.0925
H: 3.004 3.838 -1.815  0.1716
H: 3.030 1.753 -0.305  0.1392
H: -1.550 4.708 -2.247  0.1281
H: -4.967 3.208 -0.489  0.1174
H: -3.581 1.648 0.882  0.1018
F: -5.371 -5.529 -1.495  0.1513
C: -5.654 -4.219 -1.608  -0.5847
F: -6.154 -4.024 -2.840  0.1535
F: -6.625 -3.935 -0.727  0.1436
C: -4.422 -3.379 -1.385  -0.1034
C: -3.290 -3.646 -2.149  0.0138
C: -2.150 -2.886 -1.975  -0.0603
C: -2.125 -1.859 -1.029  -0.3515
C: -3.266 -1.600 -0.281  -0.0841
C: -4.420 -2.354 -0.456  0.0107
P: -0.665 -0.773 -0.820  1.1212
C: -0.587 -0.006 -2.492  -0.3323
C: 0.544 0.025 -3.305  -0.0596
C: 0.533 0.729 -4.498  0.0054
C: -0.612 1.400 -4.898  -0.1122
C: -1.761 1.343 -4.127  0.0070
C: -1.742 0.645 -2.929  -0.0870
C: -0.562 2.189 -6.179  -0.5822
F: 0.352 3.178 -6.091  0.1410
F: -1.742 2.755 -6.473  0.1460
F: -0.206 1.415 -7.218  0.1523
C: 0.776 -1.882 -0.729  -0.3482
C: 2.051 -1.335 -0.886  -0.1109
C: 3.181 -2.114 -0.728  0.0008
C: 3.049 -3.449 -0.375  -0.1083
C: 1.796 -3.996 -0.165  0.0150
C: 0.662 -3.214 -0.342  -0.0704
C: 4.295 -4.275 -0.206  -0.5726
F: 5.014 -3.865 0.862  0.1303
F: 4.022 -5.575 -0.029  0.1497
F: 5.097 -4.165 -1.281  0.1497
H: -3.310 -4.445 -2.879  0.1343
H: -1.273 -3.086 -2.579  0.1224
H: -3.254 -0.797 0.446  0.0667
H: -5.307 -2.150 0.127  0.1247
H: 1.434 -0.523 -3.030  0.0910
H: 1.414 0.748 -5.127  0.1323
H: -2.663 1.841 -4.455  0.1273
H: -2.647 0.598 -2.331  0.1045
H: 2.168 -0.282 -1.112  0.0759
H: 4.165 -1.682 -0.861  0.1342
H: 1.699 -5.033 0.126  0.1285
H: -0.310 -3.656 -0.171  0.1077

Atomic forces in eV per Å
0.216 -0.138 -0.361
-0.042 0.011 0.038
0.052 0.014 -0.010
0.042 0.002 0.071
0.084 -0.249 0.010
0.241 0.474 -0.089
-0.008 -0.043 -0.006
0.016 -0.051 -0.030
-0.105 0.269 -0.011
-0.223 -0.169 -0.074
-0.100 0.019 -0.077
0.096 -0.054 0.059
-0.057 0.082 -0.042
0.017 -0.019 -0.019
0.009 -0.077 0.012
-0.060 0.054 0.010
0.145 -0.037 0.117
-0.273 -0.069 0.107
0.019 0.136 0.065
-0.050 -0.070 0.063
-0.001 0.041 0.002
-0.043 -0.034 -0.011
0.029 0.025 -0.007
0.012 -0.094 -0.010
-0.004 -0.012 -0.003
0.004 0.002 -0.005
0.001 0.003 -0.004
-0.014 -0.003 -0.037
-0.002 0.003 0.000
0.004 0.001 -0.001
-0.001 0.003 0.004
0.019 0.030 0.022
0.017 0.127 0.035
0.000 -0.008 -0.004
0.006 0.001 0.003
0.010 -0.002 0.000
0.047 -0.079 0.050
0.071 0.082 -0.078
-0.318 0.240 0.259
-0.063 -0.160 0.016
-0.130 0.026 -0.067
0.191 -0.031 0.040
-0.009 -0.007 -0.012
-0.044 -0.026 0.021
0.080 0.091 -0.084
-0.045 -0.049 -0.011
-0.058 -0.295 0.156
0.016 0.001 -0.002
0.009 0.018 0.028
-0.002 0.001 -0.007
-0.005 -0.002 0.012
0.013 -0.003 -0.016
-0.038 0.095 -0.015
-0.032 -0.016 -0.013
0.031 -0.031 0.090
0.055 -0.029 -0.057
-0.014 0.022 0.034
0.001 -0.001 -0.006
0.063 0.008 -0.053
0.123 0.065 0.104
0.043 0.091 -0.010
0.007 -0.040 -0.019
0.140 0.164 -0.136
-0.105 -0.034 0.040
0.042 -0.084 0.014
0.020 -0.007 0.005
-0.025 0.036 -0.010
0.004 0.010 0.032
0.025 0.026 0.044
-0.033 0.041 -0.045
-0.100 -0.083 -0.044
0.127 -0.048 0.009
-0.033 0.095 0.076
-0.084 -0.150 0.024
0.081 0.049 0.128
0.002 0.068 0.030
-0.033 -0.075 0.035
0.000 -0.002 -0.031
0.038 0.038 -0.098
-0.010 -0.072 -0.057
-0.010 -0.146 -0.165
0.077 0.137 -0.006
-0.043 -0.034 0.146
0.011 0.000 -0.002
-0.009 -0.008 -0.006
-0.050 -0.061 -0.091
0.000 0.005 0.005
-0.047 0.055 -0.076
0.006 -0.007 0.014
0.009 0.003 0.006
0.002 0.016 -0.009
-0.025 -0.081 0.005
0.010 -0.008 -0.006
0.004 0.010 0.003
-0.037 0.002 -0.009

**Orbital gap (alpha / beta)**: 7.52 / 7.48 eV
**2S+1**: 3
**<S²>**: 2.0060
**Net charge**: +1

***

(2)
# C45H29N11O2Ti

A molecular structure, C45H29N11O2Ti at a distorted geometry (the ωB97M-V functional and the def2-TZVPD basis, the OMol25 dataset).

Each line ends with the Löwdin charge.
Element x y z (Å)
Ti: 0.273 0.323 -0.014  1.2018
C: 2.659 -6.003 0.196  -0.0986
C: 2.869 -5.705 1.561  -0.0922
C: 2.426 -4.528 2.113  -0.0191
C: 1.763 -3.615 1.282  -0.1125
C: 1.191 -2.333 1.506  -0.2911
N: 1.178 -1.713 2.704  0.2186
C: 0.618 -0.578 2.909  -0.2730
C: 0.515 0.020 4.236  -0.1130
C: 0.925 -0.414 5.485  -0.0054
C: 0.653 0.405 6.570  -0.0706
C: -0.026 1.616 6.413  -0.0742
C: -0.460 2.035 5.166  -0.0023
C: -0.176 1.223 4.080  -0.1146
C: -0.509 1.329 2.663  -0.2896
N: -1.240 2.315 2.193  0.2054
C: -1.842 2.175 1.020  -0.2651
N: -1.720 1.129 0.170  0.0555
C: -2.829 1.189 -0.687  -0.2816
N: -3.284 0.293 -1.486  0.2068
C: -2.643 -0.869 -1.729  -0.2798
N: -1.385 -1.152 -1.308  0.1180
C: -1.035 -2.284 -1.914  -0.2294
N: 0.401 -2.615 -1.943  0.1312
C: 0.887 -2.786 -0.582  -0.2193
N: 0.645 -1.862 0.344  0.0905
C: 1.561 -3.911 -0.093  -0.1132
C: 2.012 -5.128 -0.639  -0.0419
C: -2.031 -2.812 -2.749  -0.1169
C: -2.138 -3.925 -3.603  -0.0452
C: -3.314 -4.097 -4.290  -0.1016
C: -4.382 -3.184 -4.156  -0.0972
C: -4.290 -2.086 -3.332  -0.0227
C: -3.107 -1.889 -2.612  -0.1064
C: -3.552 2.438 -0.454  -0.0998
C: -4.668 2.989 -1.060  -0.0072
C: -5.110 4.217 -0.592  -0.0720
C: -4.465 4.862 0.467  -0.0776
C: -3.365 4.294 1.089  -0.0060
C: -2.913 3.077 0.606  -0.0979
N: 0.000 0.271 1.982  0.0424
H: 3.015 -6.946 -0.199  0.0981
H: 3.384 -6.430 2.178  0.0972
H: 2.575 -4.286 3.157  0.1107
H: 1.441 -1.359 5.596  0.1149
H: 0.964 0.097 7.560  0.1032
H: -0.218 2.230 7.283  0.1022
H: -1.008 2.960 5.039  0.1161
H: 1.852 -5.382 -1.683  0.0992
H: -1.318 -4.628 -3.711  0.0988
H: -3.437 -4.951 -4.944  0.0968
H: -5.285 -3.355 -4.727  0.0957
H: -5.105 -1.379 -3.240  0.1106
H: -5.169 2.474 -1.868  0.1135
H: -5.966 4.689 -1.056  0.1022
H: -4.835 5.821 0.807  0.1011
H: -2.874 4.777 1.924  0.1140
O: 0.974 4.287 -1.612  0.0219
C: 1.015 3.300 -0.875  -0.4670
N: 0.532 2.077 -1.179  -0.0454
C: 0.224 1.944 -2.599  -0.1253
C: 0.881 0.702 -3.120  -0.1996
C: 1.501 0.565 -4.361  0.0211
C: 1.919 -0.692 -4.761  -0.0292
C: 1.643 -1.800 -3.962  0.0236
C: 1.029 -1.546 -2.757  -0.1941
N: 0.744 -0.342 -2.318  0.1262
C: 1.777 3.410 0.418  -0.1737
C: 2.694 4.451 0.540  0.0103
C: 3.538 4.471 1.635  -0.0513
C: 3.425 3.458 2.577  -0.0478
C: 2.458 2.485 2.386  -0.1079
N: 1.650 2.457 1.330  0.1033
H: 0.557 2.832 -3.133  0.1177
H: -0.857 1.837 -2.769  0.1360
H: 1.641 1.425 -5.001  0.1228
H: 2.407 -0.826 -5.716  0.1157
H: 1.874 -2.806 -4.287  0.1211
H: 0.513 -3.511 -2.412  0.1742
H: 2.722 5.199 -0.239  0.1168
H: 4.278 5.253 1.747  0.1078
H: 4.071 3.421 3.444  0.1052
H: 2.323 1.691 3.115  0.1139
C: 3.315 -0.168 0.061  -0.1029
O: 1.986 0.201 -0.026  -0.3709
H: 3.420 -1.107 0.619  0.0915
H: 3.904 0.603 0.569  0.0867
H: 3.736 -0.316 -0.940  0.0921

Atomic forces in eV per Å
-0.869 -0.878 -1.229
-0.084 -0.004 -0.332
-0.008 0.132 0.300
0.088 -0.188 -0.008
-0.172 0.395 -0.178
0.068 -0.440 -0.385
-0.222 0.466 0.369
0.542 -0.662 0.076
-0.279 0.431 0.074
0.062 -0.064 -0.067
0.023 -0.038 0.002
0.008 0.027 0.038
-0.086 0.113 -0.092
0.237 -0.408 0.276
-0.154 -0.067 -0.245
0.072 0.178 0.172
-0.111 -0.393 -0.028
0.001 0.627 0.682
-0.457 -0.382 -0.630
-0.084 0.588 0.302
0.271 -0.478 -0.189
-0.167 0.285 0.139
-0.162 -0.249 0.037
-0.342 0.324 0.302
0.273 -0.182 -0.014
-0.012 0.154 0.168
-0.049 0.197 0.042
0.075 -0.161 0.074
0.106 0.132 0.031
-0.060 -0.068 -0.098
0.225 -0.107 0.053
-0.166 0.218 0.040
-0.146 -0.134 -0.142
0.316 0.169 0.187
0.178 0.296 0.283
-0.051 -0.023 -0.032
0.036 -0.045 -0.024
-0.007 0.091 0.030
0.093 -0.045 0.149
-0.314 -0.055 -0.381
-0.336 0.092 0.530
0.002 0.003 0.022
0.002 0.016 0.004
0.029 -0.077 0.007
-0.001 0.010 0.014
0.005 0.020 -0.003
-0.021 -0.004 -0.009
0.019 -0.002 -0.024
0.039 -0.018 0.007
-0.074 -0.061 -0.028
0.039 0.009 -0.016
-0.010 0.005 0.028
-0.013 -0.024 0.001
0.021 0.001 -0.006
-0.009 -0.001 0.018
-0.002 -0.010 -0.002
0.003 0.001 -0.017
0.076 -0.104 0.044
-0.071 0.023 -0.048
-0.126 -0.034 -0.304
-0.002 0.166 0.142
0.051 0.096 -0.197
-0.018 -0.098 -0.012
-0.056 0.058 0.024
0.001 -0.096 0.037
0.100 0.014 -0.249
0.189 0.079 0.200
0.266 0.156 0.038
-0.075 0.018 0.008
-0.078 -0.064 -0.022
0.012 0.059 -0.018
-0.078 -0.133 0.188
-0.094 0.197 -0.406
-0.050 0.015 -0.041
0.015 -0.024 -0.065
-0.037 0.020 0.022
0.015 -0.013 0.014
-0.015 0.000 0.018
0.005 -0.029 -0.088
0.026 0.007 0.002
-0.004 0.007 0.017
-0.024 -0.020 0.014
0.049 0.029 -0.036
0.371 -0.176 0.067
1.438 0.034 0.408
-0.084 0.017 -0.020
-0.092 0.042 -0.009
-0.074 0.040 -0.006

**Orbital gap**: 5.37 eV
**Net charge**: 0

***

The calculation returns the following ΔE to the lowest compared entry with this formula, charge and spin values, one per record and in order: 0.0 278.4 kJ/mol.